# 1
# C34H71AlNO14S7

A molecular structure, C34H71AlNO14S7 (ωB97M-V/def2-TZVPD, OMol25).

XYZ file:
```
128
Properties=species:S:1:pos:R:3:forces:R:3
C 1.694620 -2.586455 1.529694 -0.1106 0.2983 -0.4232
C 0.492546 -3.502516 1.214264 -0.0345 -0.1980 0.1117
C 0.173929 -3.627354 -0.254940 0.1848 -0.1444 -0.2176
O 0.669015 -4.476934 -0.955389 0.0203 0.1185 -0.0018
O -0.733557 -2.741955 -0.725703 -0.0628 -0.0509 0.0694
C -0.132948 -1.565858 -1.388631 0.1926 0.4585 0.1311
C -1.152437 -0.518956 -1.718506 0.0597 0.0029 -0.2707
Al -0.214737 1.296991 -1.929595 0.0153 0.0645 0.0758
C -1.246554 2.775717 -0.974176 0.5026 -0.1538 -0.1148
C -0.369058 3.870811 -0.342105 -0.0878 -0.2809 -0.0577
N 0.700107 3.395032 0.548134 0.0600 0.5569 0.2927
C 0.120998 1.718943 -3.894781 0.1008 0.1207 0.4554
C 1.563659 1.450075 -4.339747 -0.4023 -0.2302 -0.2466
C 1.990581 -0.008454 -4.209655 0.5143 -0.0478 -0.1419
S 0.876848 -1.080523 -5.175029 -0.2255 -0.0164 -0.0327
H 1.353606 -1.677527 2.022069 0.0650 -0.0537 0.1392
H 2.426445 -3.094316 2.155504 -0.0548 0.0281 0.1012
H 2.206506 -2.258837 0.623020 0.0621 -0.1298 -0.0112
H -0.388933 -3.119688 1.721117 0.0235 -0.1061 0.1358
H 0.708710 -4.511714 1.563525 -0.0876 -0.0083 0.0542
H 0.607383 -1.157008 -0.693039 -0.0694 -0.1034 0.1133
H 0.414708 -1.895798 -2.274966 -0.1507 -0.1494 -0.0471
H -1.656106 -0.764434 -2.661196 -0.1218 -0.1022 0.0891
H -1.904677 -0.471494 -0.923071 0.0474 0.0792 0.0705
H 1.270891 1.107679 -1.246174 0.0518 -0.0588 -0.0245
H -1.886846 3.256508 -1.726994 -0.2545 -0.0315 0.1628
H -1.869977 2.342112 -0.180934 -0.1821 -0.0016 -0.1077
H -0.985416 4.563542 0.247559 -0.0112 0.1178 -0.1334
H 0.107726 4.445761 -1.136484 -0.0531 0.1531 0.0728
H 1.539019 3.206383 0.019888 -0.0874 -0.3536 -0.0819
H 0.427849 2.539448 1.015966 0.0224 -0.0850 -0.0884
H -0.585082 1.172776 -4.530719 0.0064 0.0577 -0.0916
H -0.075532 2.788990 -4.041365 -0.0919 -0.0261 -0.0749
H 1.704717 1.731542 -5.393081 0.1602 0.0932 0.0477
H 2.255843 2.037432 -3.731667 0.0266 0.0326 -0.0274
H 2.038660 -0.325538 -3.167835 -0.2701 0.0362 0.0288
H 2.989167 -0.127950 -4.637191 0.0046 0.0098 0.0616
H 1.514359 -2.244059 -4.991485 0.0884 0.0304 0.0639
C -4.176730 -1.395249 3.007532 -0.0244 0.0268 0.0843
C -4.188723 -0.161178 3.920477 0.3152 -0.0500 0.0482
C -2.734503 0.099733 4.354500 -0.3449 0.0488 -0.1123
S -1.717418 -0.523015 3.004294 -0.1084 0.1817 -0.0906
O -0.933634 -1.633218 3.496580 0.1108 0.1050 0.0502
O -1.102080 0.579450 2.314612 0.3057 -0.0623 0.0973
C -3.050314 -1.166965 2.011949 -0.1929 -0.1424 -0.0548
H -5.128994 -1.525480 2.499440 -0.0448 -0.0044 0.0418
H -3.985733 -2.295804 3.596354 0.0046 -0.0109 -0.0224
H -4.574127 0.693430 3.364252 0.0008 0.0250 0.0077
H -4.827491 -0.310902 4.783810 -0.0625 0.0075 0.0265
H -2.516690 1.157535 4.479842 0.0996 -0.0185 -0.0167
H -2.463720 -0.446115 5.256242 0.0503 -0.0743 -0.0653
H -2.704906 -2.062385 1.498196 0.1059 0.0602 -0.0422
H -3.308858 -0.396608 1.285090 0.0719 0.0167 -0.0176
C 2.123843 9.135261 0.556194 -0.0077 -0.0407 0.0207
C 2.552139 8.097213 1.604902 -0.0016 -0.0054 -0.0630
C 2.342826 6.706084 0.991908 -0.0194 0.1601 0.2271
S 2.527561 6.921620 -0.781021 0.0601 -0.0001 -0.0419
O 1.264915 6.665505 -1.420634 0.0241 -0.0194 -0.1300
O 3.736202 6.282566 -1.234228 -0.0441 -0.0389 -0.0917
C 2.767393 8.698834 -0.756911 0.0130 0.1781 0.2457
H 2.428868 10.144356 0.832992 -0.0099 -0.0016 0.0155
H 1.036494 9.127604 0.454012 0.0018 0.0086 -0.0278
H 3.607250 8.241484 1.848021 0.0041 -0.0019 -0.0180
H 1.985348 8.201313 2.529221 0.0066 -0.0005 0.0053
H 3.075525 5.976702 1.324917 -0.0402 -0.0752 -0.0688
H 1.341020 6.315513 1.163061 0.0130 -0.0773 -0.0822
H 2.307338 9.128472 -1.643209 -0.0029 -0.1059 -0.0473
H 3.841359 8.884596 -0.760623 0.0041 -0.0168 -0.0013
C -10.229358 -0.818607 3.301866 0.1025 0.0643 0.1733
C -10.358524 0.427063 4.194770 0.0175 -0.0375 -0.0159
C -8.964203 0.741545 4.758719 -0.2677 0.0902 0.0018
S -7.796950 0.118455 3.537226 -0.4376 -0.1426 -0.1363
O -7.080291 -0.986165 4.127684 0.1859 0.0462 0.1430
O -7.106659 1.211457 2.902319 0.2300 -0.0707 0.1393
C -9.005291 -0.570067 2.429187 -0.3038 0.0386 -0.0702
H -11.120549 -0.978829 2.697230 0.0040 0.0158 -0.0073
H -10.076498 -1.706019 3.920674 -0.0022 -0.0035 -0.0108
H -10.708169 1.268432 3.593804 0.0146 -0.0080 -0.0200
H -11.078269 0.275418 4.998342 0.0041 0.0165 0.0069
H -8.788619 1.806060 4.892233 0.0677 -0.0119 -0.0026
H -8.770182 0.213094 5.689966 0.0734 -0.0445 -0.0411
H -8.587334 -1.465776 1.976797 0.0768 0.0424 -0.0165
H -9.197189 0.175980 1.662728 0.0021 -0.0322 -0.0711
C -5.590611 0.688637 -1.462546 -0.0259 -0.0727 -0.0012
C -5.678924 -0.685819 -2.138871 -0.0333 0.0355 0.0212
C -7.113126 -1.199222 -1.944573 0.2065 -0.0945 -0.0542
S -8.154552 0.264387 -1.820512 0.3452 0.0742 -0.0740
O -8.714325 0.320216 -0.487708 -0.1735 -0.0432 -0.0891
O -9.015870 0.365251 -2.971641 -0.1348 -0.0068 0.0825
C -6.826027 1.458896 -1.920493 0.1762 0.0550 0.0372
H -4.673671 1.212353 -1.727093 0.0228 -0.0040 0.0114
H -5.607988 0.574012 -0.376109 -0.0132 0.0348 0.0165
H -5.463266 -0.584468 -3.203847 0.0008 0.0107 0.0057
H -4.953885 -1.384219 -1.724471 0.0232 -0.0015 -0.0281
H -7.469868 -1.800317 -2.777184 -0.0748 0.0110 0.0217
H -7.223300 -1.753108 -1.013869 -0.0626 0.0559 0.0287
H -7.073631 2.312063 -1.293135 -0.0962 -0.0243 -0.0044
H -6.746573 1.766995 -2.962780 -0.0192 -0.0145 -0.0087
C 5.650870 -3.335933 1.543905 0.0702 0.0220 0.0206
C 6.997326 -3.994998 1.218373 -0.2345 0.0035 0.0385
C 8.098652 -3.011367 1.618389 -0.0001 -0.1740 -0.1373
S 7.420496 -2.021954 2.961329 -0.0156 -0.1317 -0.0052
O 7.315935 -0.652315 2.524809 0.0496 0.0465 0.0537
O 8.095874 -2.339987 4.197106 0.0071 0.0832 0.0113
C 5.788198 -2.762419 2.950186 -0.1551 -0.0831 -0.0987
H 4.828717 -4.047475 1.481365 -0.0226 0.0250 0.0016
H 5.449672 -2.532730 0.831589 -0.0382 0.0202 0.0340
H 7.101949 -4.918595 1.792979 -0.0068 0.0149 0.0149
H 7.069977 -4.250091 0.165713 0.0131 -0.0035 0.1495
H 8.998630 -3.505775 1.973944 0.0328 0.0843 0.0380
H 8.350294 -2.328318 0.809460 -0.0288 0.0553 0.0375
H 5.050158 -2.003502 3.200520 0.0804 0.0657 0.0270
H 5.788127 -3.549777 3.703912 0.0285 0.0165 0.0208
C 8.543245 -3.732630 -4.844316 0.0410 -0.0609 0.0045
C 8.199940 -5.223612 -4.720190 -0.0012 0.0335 0.0265
C 9.043712 -5.794542 -3.573438 -0.1171 -0.1001 -0.1815
S 9.342905 -4.423119 -2.446416 -0.1678 0.0445 -0.0621
O 10.754312 -4.135642 -2.423370 0.0222 -0.0299 0.0665
O 8.620007 -4.635636 -1.214881 0.3202 -0.0426 -0.1487
C 8.509422 -3.177439 -3.424991 -0.0560 0.0753 -0.1580
H 7.841635 -3.207376 -5.490041 -0.0014 -0.0005 -0.0011
H 9.543856 -3.613664 -5.265687 -0.0004 0.0218 0.0073
H 7.139153 -5.334307 -4.488658 0.0026 0.0116 0.0148
H 8.390646 -5.760955 -5.647921 -0.0060 -0.0061 0.0017
H 8.535271 -6.583048 -3.024488 0.0536 0.0143 0.0706
H 10.015701 -6.146766 -3.913288 0.0384 0.0588 0.0449
H 9.029563 -2.230418 -3.302414 0.0346 -0.0288 0.0812
H 7.489265 -3.096033 -3.050247 0.0103 -0.0130 0.0316
```
Forces are in eV/Å.

Results
frontier orbital gap: 6.552 eV
charge: -1
2S+1: 1
E: -5475.9476 hartree

# 2
# C38H38AsN7NaO2S3

A molecular structure, C38H38AsN7NaO2S3 at a distorted geometry (ωB97M-V/def2-TZVPD, OMol25).

XYZ file:
```
90
Properties=species:S:1:pos:R:3:forces:R:3
Na 0.470844 -0.023806 0.223407 -0.3799 -1.1320 0.7974
S 1.851122 -1.900025 1.975245 0.3455 0.1038 -0.4790
C 3.071991 -1.430158 0.807333 -0.1177 -0.0192 0.1317
C 4.445900 -1.699534 1.022713 -0.1106 -0.0434 -0.0832
C 5.378579 -1.333542 0.080452 -0.0138 -0.0081 0.0277
C 4.968645 -0.676206 -1.082329 -0.0045 -0.0458 0.0789
C 3.622218 -0.418315 -1.212574 -0.2560 -0.0624 0.1896
N 2.692992 -0.778709 -0.313935 0.2632 0.0680 -0.0590
H 4.730235 -2.197834 1.938973 0.0224 -0.0106 -0.0097
H 6.429124 -1.546657 0.245412 -0.0044 -0.0044 0.0123
H 5.667872 -0.359736 -1.844983 -0.0068 -0.0174 0.0321
H 3.254056 0.118688 -2.082269 -0.0522 -0.0083 0.0245
O 2.601782 3.442216 -0.120891 0.1187 0.0695 0.0317
C 1.673171 4.411977 -0.058457 0.0869 -0.0523 -0.0693
C 2.118760 5.721935 0.131068 -0.0939 0.1091 0.0010
C 1.213682 6.765943 0.168793 -0.0269 0.0031 0.0004
C -0.151636 6.525555 0.017820 0.0856 -0.0850 -0.0098
C -0.589033 5.222858 -0.154146 -0.0302 -0.0389 0.0639
C 0.299957 4.147571 -0.181870 -0.0466 -0.0963 -0.1191
C -0.183059 2.730609 -0.348281 0.2465 0.2914 -0.0380
O 0.699407 1.820845 -0.554024 -0.2292 1.2201 -0.2637
N -1.483119 2.585754 -0.252401 -0.0730 -0.3969 -0.0195
N -1.893745 1.253442 -0.357297 0.1353 0.4638 -0.1685
C -3.146739 1.164793 -0.494790 -0.0470 -0.1888 0.1397
S -3.953361 -0.389362 -0.772280 0.2819 0.0100 0.2035
C -5.521385 0.195158 -0.126763 -0.1783 0.0332 0.0781
C -5.747864 1.581423 -0.705951 -0.1368 -0.0666 0.0211
S -4.248567 2.564671 -0.459757 0.2226 0.0030 -0.0166
H 2.098100 2.606106 -0.311705 -0.1033 -0.0547 -0.0093
H 3.183533 5.889384 0.238661 -0.0256 -0.0089 -0.0077
H 1.573821 7.778663 0.313210 -0.0044 -0.0132 -0.0054
H -0.862136 7.343047 0.035901 0.0256 -0.0190 0.0058
H -1.642955 4.999016 -0.263078 0.0335 0.0089 0.0041
H -5.461110 0.218890 0.962392 -0.0453 0.0232 0.0036
H -6.292707 -0.511731 -0.435517 -0.0280 0.0321 0.0120
H -6.571125 2.094032 -0.205115 0.0234 -0.0113 0.0019
H -5.974289 1.506666 -1.769965 -0.0247 0.0134 -0.0221
C -2.942127 -4.470056 -0.136710 0.0188 -0.0168 -0.0575
C -3.838478 -4.624766 1.088937 -0.0203 -0.0273 -0.0738
C -5.158049 -3.887591 0.891763 -0.0850 0.0571 -0.0163
C -3.120813 -4.195444 2.367133 0.1466 0.2463 0.0184
N -2.671540 -2.807884 2.335716 -0.4908 -0.3539 0.1290
C -1.518709 -2.319214 1.890889 0.4702 -0.0346 -0.1935
N -1.562555 -1.015970 1.926994 -0.4768 0.4436 0.2516
N -2.793202 -0.704081 2.422484 0.1155 -0.5269 -0.0965
N -3.468427 -1.777305 2.670957 0.4175 0.3426 -0.1823
H -3.429117 -4.863667 -1.031937 0.0012 -0.0037 0.0514
H -1.984999 -4.989140 -0.018502 -0.0648 0.0244 0.0137
H -2.732336 -3.415350 -0.331148 0.0065 0.0117 0.0105
H -4.056161 -5.687387 1.236586 -0.0015 -0.0577 -0.0298
H -4.987473 -2.814674 0.773747 0.0109 -0.0443 -0.0026
H -5.833489 -4.025612 1.740733 0.0514 -0.0023 -0.0312
H -5.658136 -4.250924 -0.009699 0.0151 0.0204 0.0434
H -2.226629 -4.801888 2.512289 0.0071 -0.0240 0.0285
H -3.758968 -4.310396 3.240826 -0.0607 0.0254 0.0254
H -0.662565 -2.906032 1.583258 -0.0853 0.0851 0.0283
C -3.933050 -4.519844 -4.595856 0.0302 0.0479 0.0370
C -2.661102 -4.915898 -4.206785 0.0277 0.0812 0.0385
C -1.821022 -4.028972 -3.539331 -0.0725 -0.0895 -0.0644
C -2.234943 -2.729974 -3.248010 -0.0015 0.1221 0.0094
C -3.525630 -2.350993 -3.621457 -0.0099 -0.1185 -0.0699
C -4.361595 -3.232570 -4.297863 0.0673 -0.0082 0.0462
As -1.085849 -1.542483 -2.150964 0.3671 -0.1996 -0.4487
C 0.605374 -2.463379 -2.560596 -0.1041 0.0221 -0.1195
C 1.174986 -2.526618 -3.837309 -0.0253 -0.0588 0.1246
C 2.346652 -3.236898 -4.048726 0.0041 -0.0250 0.1118
C 2.965584 -3.900276 -2.988420 -0.0748 0.0663 -0.0307
C 2.402084 -3.852776 -1.724680 -0.0882 0.0786 -0.0270
C 1.222414 -3.138539 -1.516481 0.1831 0.0151 0.0042
C -0.904119 0.073956 -3.267557 -0.0838 -0.0419 0.0437
C -2.035356 0.846728 -3.534904 0.0676 0.0233 -0.0737
C -1.925491 2.072353 -4.175907 0.0622 -0.0513 0.0235
C -0.678068 2.561969 -4.540804 -0.0021 -0.0738 0.0398
C 0.455938 1.820919 -4.244140 -0.0345 -0.0411 0.0389
C 0.344918 0.589417 -3.607210 -0.0575 -0.0060 0.0330
H -4.585212 -5.206997 -5.122072 0.0149 0.0146 0.0165
H -2.312089 -5.918780 -4.424577 -0.0059 0.0198 0.0068
H -0.833608 -4.364680 -3.246899 -0.0187 0.0234 -0.0164
H -3.905119 -1.370840 -3.372685 0.0473 0.0333 -0.0310
H -5.355934 -2.909554 -4.583562 0.0138 -0.0062 -0.0035
H 0.700840 -2.018252 -4.667479 -0.0344 0.0225 -0.0141
H 2.785132 -3.270010 -5.039006 -0.0057 0.0031 0.0051
H 3.893585 -4.436164 -3.150451 -0.0258 0.0093 -0.0063
H 2.888247 -4.327385 -0.880580 -0.0149 -0.0074 -0.0254
H 0.837831 -3.065107 -0.504932 -0.0324 -0.0024 0.0247
H -3.013410 0.529288 -3.196201 0.0225 -0.0493 -0.0729
H -2.816012 2.660856 -4.355906 -0.0138 0.0092 -0.0023
H -0.590952 3.527979 -5.023078 0.0087 -0.0158 0.0159
H 1.438703 2.210144 -4.481963 -0.0153 -0.0093 0.0052
H 1.247193 0.051642 -3.345492 -0.0231 -0.0219 -0.0168
```
Forces are in eV/Å.

Results
frontier orbital gap: 6.509 eV
charge: -1
2S+1: 1
E: -5597.3810 hartree